[1]
17
Properties=species:S:1:pos:R:3 method="wB97M-V/def2-TZVPD" e_above_lowest_kcal_mol=69.8 charge=+1 e_tot_ev=-24208.7625 lumo_ev=-4.84
C 0.3146 0.8751 -0.6602
C -0.9268 0.1778 -0.8897
C 1.4015 1.2251 1.5714
C -3.0050 -0.8454 -0.0930
N 0.8556 1.0777 0.4207
N -1.7100 -0.2914 0.0500
O 3.7721 -1.2948 3.1657
O 2.3140 0.6367 2.1807
O 3.9680 -0.7761 0.7435
S 3.0561 -1.1141 1.7754
H 0.7435 1.1985 -1.6774
H -1.2317 0.3185 -1.8708
H 0.8641 2.0263 2.1464
H -3.4923 0.1350 0.1831
H -3.3332 -0.9906 -1.2204
H -3.2566 -1.5833 0.6657
H 4.5040 -0.7466 3.5002

[2]
40
Properties=species:S:1:pos:R:3 method="wB97M-V/def2-TZVPD" spin_multiplicity=5 e_above_lowest_kcal_mol=0.0 charge=+2 s_squared=6.018 e_tot_ev=-125238.0615 lumo_ev="-7.05 / -6.94"
Cr 0.1579 0.0085 -0.2964
C -1.1759 -3.1683 0.6735
C -0.7177 -2.7031 -0.7010
C 0.5929 -2.1143 -0.8706
C 0.8781 -1.4932 -2.1425
C -0.0389 -1.6176 -3.2294
C -1.2471 -2.3243 -3.0283
C -1.6287 -2.7588 -1.7617
H -1.8463 -2.4267 1.1208
H -0.3499 -3.3377 1.3995
H -1.7827 -4.0986 0.5854
H 1.3728 -2.3818 -0.1332
H 1.8221 -0.9531 -2.3299
H 0.2540 -1.2661 -4.2052
H -1.8895 -2.4939 -3.9081
H -2.6307 -3.1494 -1.6312
N -0.9575 0.9188 -1.8775
N -1.9367 1.8385 -1.3403
C -1.9319 2.1026 -0.0297
N -2.6444 3.0974 0.4878
N -1.1418 1.3117 0.7408
N -1.2689 1.3623 2.1335
O -0.7656 0.3392 2.7460
O -1.7656 2.3155 2.7711
H -0.2269 1.4983 -2.3559
H -1.3571 0.2494 -2.5271
H -2.6273 2.2469 -1.9651
H -3.4358 3.4039 -0.0411
H -2.6893 3.1258 1.5094
Br 4.9056 1.8950 3.7544
C 3.6220 1.4256 2.4965
C 2.9667 0.2053 2.7031
C 1.9553 -0.1137 1.8458
N 1.6705 0.6618 0.7841
C 2.3315 1.8250 0.5582
C 3.3018 2.2864 1.4179
H 3.1936 -0.4277 3.5849
H 1.2897 -0.9470 2.0640
H 1.9755 2.4014 -0.3136
H 3.7660 3.2560 1.3112

[3]
23
Properties=species:S:1:pos:R:3 method="wB97M-V/def2-TZVPD" charge=+1 e_tot_ev=-15752.1243 lumo_ev="-6.17 / -6.17"
C 3.2541 2.4341 0.4446
C 2.5158 1.6284 -0.0362
C -2.4551 -0.2322 -0.0262
C 1.2491 -1.0427 1.2310
C 2.0740 -1.5609 0.1624
C -0.2945 -0.8125 -0.8881
C 1.5906 0.7545 -0.6351
C 1.0527 -0.4973 -0.1668
C -3.6980 0.7263 0.1845
N -1.2866 0.1546 -0.3940
O -0.9126 1.3425 -0.5728
F -4.7001 -0.0602 0.6012
H 3.9686 3.3060 0.7835
H -2.7299 -1.2822 0.1084
H 0.4319 -1.7696 1.5412
H 1.5800 -0.3947 2.0876
H 3.1900 -1.2129 0.1699
H 1.9919 -2.4870 -0.3359
H -0.1899 -0.7462 -2.0265
H -0.4420 -1.9239 -0.7544
H 1.1863 0.9930 -1.6836
H -4.0024 1.1324 -0.6943
H -3.3739 1.5503 0.8993

[4]
110
Properties=species:S:1:pos:R:3 method="wB97M-V/def2-TZVPD" smiles=OCCO.OCCO.OCCO.OCCO.OCCO.OCCO.OCCO.OCCO.OCCO.OCCO.OCCO e_above_lowest_kcal_mol=37.2 charge=0 e_tot_ev=-68923.3983 lumo_ev=0.08
C 3.3619 1.2020 -3.8005
C 4.0501 1.2714 -5.1652
O 5.0966 0.3477 -5.3276
O 2.3976 0.1607 -3.8201
H 2.8349 2.1430 -3.6087
H 4.1019 0.9971 -3.0159
H 4.3565 2.2900 -5.4197
H 3.2204 1.0202 -5.8311
H 5.8700 0.6261 -4.8327
H 1.8372 0.2667 -3.0283
C 3.9632 -0.3901 1.4625
C 4.6811 -0.2416 0.1299
O 5.5522 0.8729 0.2494
O 3.1296 -1.5685 1.4738
H 3.3428 0.4758 1.7082
H 4.6897 -0.5497 2.2650
H 3.9197 -0.0290 -0.6337
H 5.1859 -1.1333 -0.2490
H 6.0871 0.9576 -0.5428
H 3.0032 -1.7069 2.4247
C -2.7670 0.3803 4.9123
C -3.3619 0.7945 3.5779
O -2.4339 1.5985 2.8342
O -3.3695 -0.8395 5.3831
H -2.9481 1.1436 5.6775
H -1.6880 0.2075 4.8440
H -4.2146 1.4529 3.7665
H -3.7149 -0.0560 2.9993
H -2.3411 2.4341 3.2997
H -2.8504 -1.1159 6.1445
C 0.4383 -2.6963 -3.5092
C -1.0409 -2.9224 -3.7732
O -1.5737 -3.9037 -2.8778
O 1.1353 -3.7756 -4.1019
H 0.6024 -2.7558 -2.4252
H 0.7112 -1.6953 -3.8604
H -1.1831 -3.1962 -4.8233
H -1.6999 -2.0799 -3.5607
H -1.4066 -4.8008 -3.1803
H 2.0493 -3.7659 -3.8071
C 2.5533 3.1102 0.8722
C 1.7536 4.1279 0.0611
O 0.7986 3.4855 -0.7798
O 1.8226 2.6354 1.9964
H 3.4697 3.5864 1.2214
H 2.8866 2.2455 0.2924
H 2.5240 4.6336 -0.5324
H 1.2928 4.8353 0.7477
H -0.0383 3.9405 -0.6340
H 0.9590 2.2823 1.7062
C 0.8385 -0.1687 5.5482
C 1.3237 -0.5925 4.1769
O 2.5365 -1.3499 4.1736
O 0.4264 -1.3327 6.2800
H 0.0094 0.5230 5.4413
H 1.6572 0.3382 6.0685
H 1.5006 0.3194 3.5812
H 0.5576 -1.0841 3.5727
H 2.9312 -1.2447 5.0459
H 1.1834 -1.8745 6.5129
C -3.6376 -2.8499 -0.2159
C -4.0578 -4.2787 0.0889
O -5.3762 -4.3057 0.6015
O -3.6797 -2.0637 0.9738
H -4.3341 -2.3532 -0.8949
H -2.6779 -2.8415 -0.7446
H -3.3354 -4.7028 0.7940
H -4.0229 -4.8372 -0.8465
H -5.4532 -3.5338 1.1774
H -2.8816 -2.2868 1.4859
C 1.0490 -0.1854 -0.6055
C -0.0344 -0.3244 0.4518
O -0.2570 0.9579 1.0331
O 0.4905 0.4125 -1.7789
H 1.3711 -1.1646 -0.9596
H 1.9150 0.3911 -0.2798
H 0.2477 -0.9515 1.3071
H -0.8726 -0.8444 -0.0217
H -1.1161 0.9411 1.4871
H 0.0650 1.2519 -1.5635
C -3.2215 1.6719 -2.2484
C -3.4034 0.2737 -2.7931
O -3.8549 0.2930 -4.1364
O -2.3853 1.6349 -1.0826
H -4.1451 2.2474 -2.0909
H -2.6576 2.3059 -2.9466
H -3.9716 -0.3796 -2.1244
H -2.3982 -0.1568 -2.7891
H -4.6563 0.8313 -4.1352
H -2.0469 2.5076 -0.8857
C 1.1813 4.9890 -3.9025
C 0.2477 6.1009 -4.3657
O -0.7579 6.3886 -3.3820
O 0.4715 3.8087 -3.5927
H 1.7740 5.3070 -3.0444
H 1.7822 4.8788 -4.8136
H -0.1894 5.8534 -5.3361
H 0.8581 7.0026 -4.5167
H -1.5157 6.6958 -3.8887
H 0.4245 3.7894 -2.6253
C -1.3588 -3.3396 3.7852
C -1.9103 -4.7178 3.9925
O -1.0750 -5.6492 3.2682
O -1.4061 -2.8855 2.4310
H -0.3118 -3.3549 4.1128
H -1.8599 -2.5908 4.3952
H -2.8823 -4.7738 3.4884
H -1.8082 -4.9524 5.0555
H -1.4531 -6.5168 3.4379
H -0.8827 -3.5301 1.9333

[5]
7
Properties=species:S:1:pos:R:3 method="wB97M-V/def2-TZVPD" spin_multiplicity=3 e_above_lowest_kcal_mol=29.6 charge=0 s_squared=2.034 e_tot_ev=-20988.6604 lumo_ev="-0.51 / -3.78"
C -2.0521 0.1728 -0.0244
N -3.0096 0.8073 -0.2213
N -1.2106 -0.7251 0.4022
O 2.5628 -0.7842 -0.5258
O 2.0207 1.4545 0.0539
O -0.0528 -0.9818 0.0927
S 1.7416 0.0566 0.2227

[6]
19
Properties=species:S:1:pos:R:3 method="wB97M-V/def2-TZVPD" e_above_lowest_kcal_mol=41.4 charge=+1 e_tot_ev=-18075.3107 lumo_ev="-4.66 / -4.66"
C -0.4586 -0.5704 -1.1121
C -0.9276 0.4793 -0.2785
C 0.3425 1.2338 0.0682
C 2.7111 1.3922 0.0277
N 0.6190 -1.0048 -1.4951
N 1.4594 0.8019 -0.2846
N -2.1485 -0.5874 2.0919
P -0.7166 -2.1789 -2.1136
H -1.6880 1.1158 -0.7289
H -1.4029 0.0605 0.6747
H 0.1714 2.1428 0.6479
H 2.6308 2.3106 0.6163
H 3.2949 0.6530 0.5740
H 3.2383 1.5921 -0.9035
H -3.0877 -0.9271 1.9149
H -2.2190 0.1208 2.8153
H -1.6142 -1.3577 2.4791
H 0.0182 -3.2370 -1.5883
H -0.2224 -2.0395 -3.4053

[7]
90
Properties=species:S:1:pos:R:3 method="wB97M-V/def2-TZVPD" smiles="O=C1C=C(O)C(=O)C=C1O.O=C1C=C(O)C(=O)C=C1O.O=C1C=C(O)C(=O)C=C1O.O=C1C=C(O)C(=O)C=C1O.O=C1C=C(O)C(=O)C=C1O.CC(C)=O.CC(C)=O" e_above_lowest_kcal_mol=410.5 charge=0 e_tot_ev=-82876.1561 lumo_ev=-2.61
C 2.4591 -3.4095 3.2211
C 2.1251 -4.5475 2.2201
C 2.4421 -5.9525 2.4931
O 2.1461 -6.8105 1.6181
C 3.0581 -6.2675 3.8211
C 3.4951 -5.2305 4.7231
C 3.0791 -3.7995 4.4191
O 3.4951 -3.0585 5.2951
O 4.0251 -5.5945 5.8951
O 1.5771 -4.2785 0.9651
H 2.0851 -2.5115 3.1551
H 3.2761 -7.2505 3.9251
H 4.1651 -6.5875 6.0311
H 1.3361 -5.0635 0.4501
C -2.9759 -0.9005 6.1531
C -1.8219 -1.8415 5.8301
C -0.4079 -1.4085 5.5971
O 0.5591 -2.0185 5.4251
C -0.2119 0.0945 5.6741
C -1.4429 1.0545 5.9501
C -2.7069 0.5355 6.2441
O -3.6539 1.2915 6.5721
O -1.2379 2.3595 5.5201
O -2.0249 -3.2335 5.6211
H -3.8779 -1.3925 6.2961
H 0.7011 0.7965 5.4121
H -0.3529 2.2785 5.2341
H -1.0419 -3.4805 5.7431
C 2.3921 4.2285 -2.1309
C 2.6461 2.8845 -2.8849
C 2.9091 2.8525 -4.2429
O 2.9441 1.7815 -4.8439
C 3.1011 4.0235 -4.9139
C 3.0351 5.4375 -4.1839
C 2.6391 5.5315 -2.7569
O 2.4481 6.6105 -2.1919
O 3.5861 6.5925 -4.6729
O 2.5111 1.6795 -2.1999
H 2.0661 4.3855 -1.1829
H 3.3281 3.9645 -5.9819
H 3.7371 6.3935 -5.6209
H 2.5311 1.0715 -2.8939
C -0.7779 5.3085 -3.8089
C -0.9399 6.2285 -2.5309
C -1.1139 5.5985 -1.2719
O -1.1999 6.3765 -0.2939
C -1.0959 4.2345 -1.1839
C -1.0429 3.2445 -2.4339
C -0.7769 3.8835 -3.6349
O -0.4159 3.1935 -4.6209
O -1.0149 1.9565 -2.2859
O -1.0759 7.5765 -2.4879
H -0.8699 5.5645 -4.8049
H -1.0219 3.7195 -0.1989
H -1.1289 1.8565 -1.3389
H -1.1279 7.7185 -1.5959
C -2.4309 -3.3255 -1.2539
C -2.7829 -2.8115 -2.5639
C -3.5909 -1.5535 -2.7709
O -3.7199 -1.1085 -3.8519
C -4.1189 -0.9535 -1.5979
C -3.8069 -1.3735 -0.2079
C -3.0739 -2.6935 0.0081
O -2.8169 -3.2285 1.0371
O -4.2729 -0.8665 0.9291
O -2.3999 -3.4185 -3.7689
H -2.0219 -4.3395 -1.1519
H -4.4949 0.0065 -1.6979
H -4.3559 0.0805 0.8521
H -2.9029 -2.9025 -4.3319
C -1.0219 -0.2945 2.2251
C -0.6959 0.2705 0.8711
O -1.1659 1.2135 0.3051
C 0.2881 -0.6145 -0.0049
H -1.2169 -1.2195 2.2601
H -1.7039 0.2275 2.6601
H -0.2279 -0.2115 2.9321
H 0.4811 -1.5375 0.6671
H 1.1961 0.1705 0.0271
H 0.1071 -0.6715 -1.0909
C 0.9321 -2.7795 -3.1329
C 1.1141 -1.3725 -3.5659
O 2.1551 -0.7455 -3.2869
C 0.0211 -0.7455 -4.2939
H 1.8371 -3.1955 -2.8999
H 0.5021 -3.2785 -3.9789
H 0.3561 -2.7365 -2.2169
H 0.2401 0.3455 -4.5049
H -0.7789 -0.7145 -3.7239
H -0.1649 -1.2925 -5.1889

[8]
15
Properties=species:S:1:pos:R:3 method="wB97M-V/def2-TZVPD" smiles=CCO.CO e_above_lowest_kcal_mol=42.4 charge=0 e_tot_ev=-7366.2399 lumo_ev=0.84
C 0.7728 0.5176 -3.1268
O -0.1558 -0.6452 -3.3924
H 1.2376 0.2405 -2.2115
H 1.5271 0.5956 -3.9112
H 0.2161 1.5027 -3.0737
H -0.8191 -0.1582 -3.8941
C -0.4051 -0.4676 2.2304
O 0.7576 -0.3959 2.9389
C -0.8982 0.8943 1.6888
H -0.1581 -0.9681 1.1233
H -1.2029 -0.9126 2.7646
H 0.8659 -1.2262 3.5241
H -0.2216 1.5088 1.1617
H -1.5744 0.6375 0.9149
H -1.5031 1.4438 2.4755

[9]
79
Properties=species:S:1:pos:R:3 method="wB97M-V/def2-TZVPD" spin_multiplicity=8 e_above_lowest_kcal_mol=143.0 charge=0 s_squared=16.085 e_tot_ev=-93491.8001 lumo_ev="0.42 / -3.30"
C -1.5620 -0.5089 -3.3354
C -1.0815 -1.7836 -2.6955
H -1.1415 -0.3991 -4.3471
H -1.3055 0.3736 -2.7225
H -2.6604 -0.5244 -3.4618
C -0.5699 -2.8192 -3.3813
C -0.3488 -2.8824 -4.8519
H -0.2831 -3.7271 -2.8509
H -0.5226 -1.9308 -5.3644
H -1.0385 -3.6038 -5.3094
H 0.6646 -3.2470 -5.0766
Gd 0.1508 0.4262 1.0556
Cl -0.9072 2.0568 -0.6067
C -0.2822 -2.4382 2.5702
O 0.5391 -1.5053 2.3415
N 0.0203 -3.5240 3.2705
C 1.3415 -3.7621 3.8385
C -0.9858 -4.5262 3.5843
H -1.3171 -2.3741 2.1844
H 2.0119 -2.9398 3.5989
H 1.7389 -4.7000 3.4321
H 1.2457 -3.8671 4.9259
H -1.9359 -4.2166 3.1404
H -1.0972 -4.6153 4.6747
H -0.6907 -5.4962 3.1622
H 0.6931 3.1927 5.6931
H -1.2982 4.4110 4.9361
C 1.1855 3.2772 4.7147
C -0.8347 4.5831 3.9640
N 0.1687 3.5671 3.7055
H 1.7140 2.3475 4.4792
C 0.2701 3.0604 2.4889
O 1.1775 2.2379 2.1596
H -1.5831 4.5140 3.1717
H -0.5259 3.3449 1.7819
H 1.9223 4.0962 4.7712
H -0.3772 5.5763 3.9327
H 1.0637 -0.4485 -2.8090
H 2.2992 -2.8224 -2.6943
C 2.0302 -0.0531 -2.4465
C 3.1417 -2.2749 -2.2517
N 2.6693 -1.0619 -1.5964
H 1.8551 0.8655 -1.8689
C 2.6577 -0.9484 -0.2739
O 2.2602 0.0857 0.3344
H 3.6385 -2.9072 -1.5101
H 3.0410 -1.8133 0.2852
H 2.6816 0.1423 -3.3093
H 3.8446 -2.0190 -3.0507
O -0.4173 -1.0066 -0.5419
C -1.2498 -1.8819 -1.1930
C 0.1730 -3.8843 -0.3789
C -1.0680 -3.2891 -0.6027
H 1.0773 -3.2884 -0.5500
C 0.2192 -5.2091 0.0630
H -2.3099 -1.5911 -1.0378
C -2.2485 -3.9552 -0.2975
H 1.1958 -5.6887 0.1544
C -0.9690 -5.8905 0.3405
C -2.2084 -5.2652 0.1731
H -3.1939 -3.4243 -0.4516
H -0.9057 -6.9273 0.6682
H -3.1397 -5.7993 0.3753
Si -0.3765 5.8767 -2.1239
Cl -0.5024 4.2308 -3.4022
C 1.4669 6.0947 -1.8412
C -1.5906 5.3963 -0.7615
C -0.9198 7.6133 -2.7101
H 1.9624 5.1173 -1.8192
H 1.6756 6.6289 -0.9066
H 1.9081 6.6834 -2.6600
H -0.2812 8.0582 -3.4895
H -0.8562 8.2934 -1.8416
H -1.9566 7.6687 -3.0717
H -1.4090 4.3297 -0.5476
H -2.6261 5.5060 -1.1255
H -1.4953 5.9770 0.1682
N -2.0851 0.6293 4.0336
C -1.5470 0.5787 2.9947

[10]
59
Properties=species:S:1:pos:R:3 method="wB97M-V/def2-TZVPD" charge=+1 e_tot_ev=-40109.6265 lumo_ev=-3.00
C -4.5113 3.3551 0.0518
C -4.0138 1.7780 -0.0850
C -2.3485 1.6684 -0.2005
C -1.9295 0.6655 -1.4246
C -2.5649 1.2421 -2.8581
C -0.2766 0.4680 -1.5928
N 0.4927 1.7496 -1.6398
C 1.2166 2.1236 -0.3854
P 0.8432 3.9624 0.1398
O 0.1403 3.9524 1.5552
O 2.3909 4.8340 0.1805
O -0.1244 4.6977 -1.1076
C 1.0447 1.1242 0.8942
N 1.3288 -0.2779 0.4016
C 0.2009 -0.6600 -0.5222
C 0.6225 -2.1194 -1.1969
C -0.5234 -2.7521 -2.1838
C 0.1545 -2.7731 -3.7118
O -0.8600 -4.1555 -1.8742
H -5.6135 3.4347 0.4401
H -4.3412 3.8653 -0.9988
H -3.7930 3.8409 0.8722
H -4.3341 1.2652 0.9442
H -4.5708 1.1801 -0.9227
H -2.0054 1.1837 0.8104
H -1.9740 2.7637 -0.3740
H -2.4507 -0.3895 -1.2679
H -2.7507 2.4061 -2.8189
H -3.6361 0.7368 -3.0048
H -1.9149 0.9640 -3.7904
H -0.1640 -0.0299 -2.6732
H 1.0513 1.8873 -2.5105
H 2.3814 2.1327 -0.6487
H 2.6661 4.9772 -0.7931
H 0.3053 4.4418 -1.9918
H 0.0568 1.2472 1.5081
H 1.9294 1.3907 1.6505
H 1.2992 -0.9253 1.2421
H 2.2779 -0.3509 -0.0489
H -0.7397 -0.9007 0.1710
H 1.6963 -2.0466 -1.6772
H 0.7340 -2.8749 -0.2803
H -1.5028 -2.1028 -2.2612
H 0.9478 -1.8865 -3.7195
H -0.6348 -2.5162 -4.5551
H 0.7041 -3.8106 -3.9042
H -1.7068 -4.3697 -2.3813
C 2.6535 -1.3624 4.2527
C 2.0297 -2.5004 3.4943
O 1.0324 -2.3496 2.7930
N 2.6050 -3.7322 3.6015
C 3.7683 -4.1090 4.3673
H 2.0847 -0.4469 4.0682
H 2.6330 -1.5719 5.3256
H 3.6810 -1.2054 3.9140
H 2.1297 -4.4471 3.0630
H 4.5098 -4.5205 3.6779
H 3.4704 -4.8840 5.0780
H 4.2026 -3.2671 4.9083

[11]
11
Properties=species:S:1:pos:R:3 method="wB97M-V/def2-TZVPD" smiles="C=C1C(=O)N=CC1=S" e_above_lowest_kcal_mol=68.8 charge=0 e_tot_ev=-19602.5662 lumo_ev=-2.48
C -0.1284 2.0971 -0.2100
C 0.1860 0.7147 -0.1948
C -0.6635 -0.4500 -0.1853
C 0.2830 -1.6142 -0.2210
C 1.5214 0.0604 -0.0520
H 0.6143 2.7374 -0.2878
H -1.2928 2.1542 -0.2604
H -0.0139 -2.6942 -0.2824
N 1.4768 -1.2975 -0.0340
O 2.6438 0.5114 0.3783
S -2.3741 -0.1284 0.2013

[12]
5
Properties=species:S:1:pos:R:3 method="wB97M-V/def2-TZVPD" e_above_lowest_kcal_mol=49.0 charge=0 e_tot_ev=-17268.1805 lumo_ev="-2.87 / -1.01"
C -0.0451 -0.0778 0.4181
I 0.0399 -0.6522 2.3751
I 1.5830 -2.6095 -1.1318
H 0.9494 0.2153 0.0495
H -0.9685 -0.0169 -0.0936

Question: Which value of charge does entry 3 give?
Answer: +1